This record from the OMol25 dataset describes C32H69BrO4SSi5SnTe as an isolated structure in a non-equilibrium geometry. The level of theory is wB97M-V/def2-TZVPD.

```
114
Properties=species:S:1:pos:R:3:lowdin_charge:R:1
Sn 0.202 -0.186 0.753 1.184
C -2.431 -4.112 0.727 -0.093
C -3.055 -3.737 -0.624 -0.623
C -3.553 -2.288 -0.487 -0.112
C -4.270 -4.659 -0.856 -0.074
Si -1.824 -3.957 -2.063 0.548
Br -0.460 -2.062 -1.886 0.439
C -2.574 -3.751 -3.806 -0.627
C -3.193 -5.091 -4.251 -0.076
C -1.542 -3.321 -4.863 -0.116
C -3.671 -2.677 -3.822 -0.096
C -0.602 -5.411 -1.853 -0.621
C 0.302 -5.551 -3.086 -0.100
C 0.319 -5.248 -0.632 -0.105
C -1.391 -6.723 -1.677 -0.073
H -3.160 -3.904 1.517 0.097
H -1.532 -3.528 0.945 0.071
H -2.179 -5.169 0.795 0.070
H -4.343 -2.262 0.270 0.097
H -3.964 -1.876 -1.405 0.060
H -2.752 -1.627 -0.148 0.023
H -4.928 -4.603 0.015 0.097
H -3.983 -5.705 -0.980 0.075
H -4.858 -4.369 -1.726 0.069
H -2.437 -5.857 -4.421 0.070
H -3.719 -4.941 -5.198 0.097
H -3.918 -5.484 -3.536 0.075
H -0.707 -4.009 -4.962 0.059
H -1.142 -2.327 -4.654 0.040
H -2.045 -3.276 -5.834 0.094
H -4.527 -2.923 -3.196 0.069
H -4.041 -2.574 -4.847 0.096
H -3.286 -1.701 -3.515 0.064
H 0.866 -4.635 -3.286 0.057
H -0.251 -5.818 -3.985 0.069
H 1.022 -6.355 -2.900 0.093
H 0.853 -4.299 -0.639 0.032
H 1.065 -6.050 -0.658 0.093
H -0.208 -5.331 0.314 0.062
H -2.035 -6.946 -2.527 0.073
H -2.008 -6.717 -0.779 0.069
H -0.684 -7.553 -1.577 0.098
C 6.228 1.717 -4.040 -0.205
Si 4.658 2.098 -3.130 0.349
C 3.294 2.589 -4.288 -0.189
C 4.874 3.283 -1.712 -0.201
Si 4.010 -0.008 -2.216 0.505
Te 2.977 0.003 0.023 0.761
Si 4.287 -2.122 -3.269 0.340
C 6.104 -2.300 -3.597 -0.195
C 3.600 -3.407 -2.135 -0.206
C 3.302 -1.940 -4.833 -0.196
Si 5.332 -0.187 1.139 0.338
C 6.390 -0.034 -0.384 -0.233
C 5.561 1.230 2.267 -0.180
C 5.283 -1.886 1.818 -0.195
H 6.629 2.647 -4.454 0.054
H 6.050 1.034 -4.875 0.038
H 6.996 1.283 -3.397 0.036
H 3.595 3.518 -4.780 0.058
H 2.352 2.777 -3.772 0.010
H 3.121 1.842 -5.065 0.042
H 4.451 4.254 -1.981 0.049
H 5.930 3.435 -1.483 0.047
H 4.367 2.948 -0.804 0.008
H 6.678 -2.488 -2.688 0.036
H 6.527 -1.427 -4.100 0.031
H 6.244 -3.160 -4.259 0.055
H 4.301 -3.663 -1.337 0.040
H 3.391 -4.318 -2.704 0.047
H 2.665 -3.080 -1.678 -0.006
H 3.666 -1.128 -5.466 0.036
H 2.240 -1.776 -4.633 0.031
H 3.393 -2.870 -5.401 0.054
H 6.246 0.929 -0.881 0.002
H 6.258 -0.861 -1.099 0.007
H 7.442 -0.066 -0.078 0.073
H 5.655 2.159 1.704 0.044
H 6.488 1.067 2.829 0.062
H 4.739 1.313 2.977 0.034
H 5.041 -2.603 1.033 0.032
H 4.530 -1.953 2.604 0.037
H 6.258 -2.144 2.244 0.059
C -0.532 -0.029 9.058 -0.032
C -0.014 -0.074 7.649 -0.244
C 0.157 -1.297 6.999 -0.017
C 0.583 -1.356 5.686 -0.039
C 0.854 -0.165 5.021 -0.296
C 0.696 1.070 5.639 -0.039
C 0.270 1.101 6.954 -0.016
S 1.355 -0.225 3.358 0.462
O 0.737 -1.410 2.694 -0.473
O 2.797 -0.226 3.251 -0.350
O 0.751 0.956 2.635 -0.485
H -0.082 -0.811 9.670 0.088
H -1.612 -0.191 9.065 0.095
H -0.337 0.934 9.526 0.083
H -0.053 -2.216 7.532 0.126
H 0.703 -2.306 5.184 0.120
H 0.900 1.987 5.101 0.121
H 0.151 2.055 7.451 0.123
C -1.859 1.781 -2.847 -0.124
C -0.391 2.038 -3.227 -0.152
C 0.227 2.420 -1.895 -0.191
O -0.419 1.548 -0.958 -0.386
C -1.813 1.430 -1.352 -0.184
H -2.292 0.974 -3.434 0.110
H -2.460 2.674 -3.009 0.121
H -0.284 2.821 -3.977 0.122
H 0.072 1.124 -3.604 0.108
H 0.022 3.461 -1.629 0.142
H 1.299 2.240 -1.817 0.080
H -2.409 2.112 -0.746 0.132
H -2.123 0.405 -1.147 0.062
```

**Spin multiplicity**: 1
**Energy above the lowest of the compared OMol25 structures with the same formula, charge and spin**: 79.6 kJ/mol
**HOMO-LUMO gap**: 5.998 eV
**Largest force on an atom**: 0.029 hartree/bohr
**Charge**: +2
**LUMO energy**: -7.3147 eV